Record 1
A molecular structure, C41H78B2CsN2O23. Source: the OMol25 dataset; level of theory: ωB97M-V with the def2-TZVPD basis set.

Geometry as XYZ:
```
147
Properties=species:S:1:pos:R:3
Cs 0.2016 -0.4363 0.0455
O -3.0077 -0.1544 -0.8082
C -3.8655 0.5576 -0.2335
O -3.9029 1.8383 -0.2480
B -4.9558 2.3526 0.6408
O -5.7550 1.1888 1.0265
C -5.0565 0.1009 0.6796
O -5.2843 -1.0522 1.0854
O -5.8483 3.3870 0.1414
C -5.9092 4.3902 1.0200
O -6.5801 5.3982 0.8639
C -4.8546 4.1936 2.1176
O -4.3230 2.9901 1.8070
O -4.6593 4.9059 3.1344
O 3.4990 6.4991 6.9392
C 3.3869 6.0358 5.8044
O 3.8694 4.8932 5.3547
B 3.5514 4.6942 3.9305
O 2.8717 5.9385 3.5901
C 2.6353 6.7069 4.6162
O 1.9942 7.7576 4.7043
O 4.6874 4.3039 3.0877
C 4.5558 3.0780 2.5612
O 5.3508 2.4251 1.9969
C 3.1556 2.6289 3.0539
O 2.6213 3.5762 3.7620
O 2.7238 1.4830 2.9235
C 3.5881 -4.5403 -3.0019
C 2.1653 -5.0963 -3.3657
C 1.0882 -4.8394 -2.3643
O 1.8827 -4.6006 -4.6208
H 3.9195 -4.8139 -2.0002
H 3.5449 -3.4554 -2.9058
H 4.3202 -4.8565 -3.7449
H 2.2203 -6.1761 -3.5041
H 1.3068 -4.0929 -1.6008
H 0.7386 -5.7443 -1.8673
H 0.1810 -4.5010 -2.8648
H 1.3721 -5.2895 -5.0524
C 1.8355 4.7880 -0.7627
C 1.8779 3.4446 -1.4199
C 3.2778 2.7358 -1.3723
O 0.9601 2.6517 -0.7239
H 0.8509 5.2548 -0.7344
H 2.4935 5.5553 -1.1706
H 2.1169 4.8783 0.2865
H 1.6148 3.5907 -2.4675
H 3.1709 1.6653 -1.5481
H 3.7489 3.0198 -0.4313
H 3.9294 3.1015 -2.1659
H 0.1888 3.1721 -0.4875
C 5.3691 -0.9079 1.6442
C 4.8153 -0.3695 0.3168
C 4.8619 -1.3960 -0.7873
O 3.4327 -0.2074 0.6137
H 4.7551 -1.5680 2.2570
H 5.4890 0.0285 2.1892
H 6.3176 -1.4353 1.5431
H 5.1418 0.6115 -0.0284
H 5.8597 -1.7880 -0.9845
H 4.3953 -1.0638 -1.7146
H 4.3350 -2.2972 -0.4734
H 3.4070 0.3920 1.3631
C -3.3640 -3.9012 -0.1735
C -2.3357 -3.8003 -1.2733
C -2.8212 -4.0804 -2.7406
O -1.6397 -2.5761 -1.3002
H -2.8246 -3.6898 0.7498
H -3.8816 -4.8597 -0.1369
H -4.1492 -3.1466 -0.2211
H -1.6011 -4.5834 -1.0857
H -3.4090 -3.2245 -3.0724
H -3.3786 -5.0110 -2.8473
H -1.9415 -4.1325 -3.3821
H -2.3279 -1.9068 -1.2954
C -1.0168 5.3348 2.6430
C -0.6079 3.9843 2.1652
C -0.8744 2.8470 3.1939
O -1.1630 3.6101 0.8995
H -0.5690 6.1177 2.0309
H -0.7491 5.5739 3.6721
H -2.0941 5.5005 2.6528
H 0.4689 3.9542 1.9992
H -0.6657 1.8968 2.7023
H -1.9201 2.8109 3.4994
H -0.1471 2.8510 4.0058
H -2.1102 3.7284 1.0020
C -1.8082 -1.1727 -7.8909
C -1.9783 -0.6440 -6.4541
C -1.3357 -1.8048 -5.5938
C -0.8533 -1.4782 -4.1945
C 0.0993 -0.2339 -4.2596
C -0.5433 1.0328 -5.0288
N -1.1805 0.5712 -6.3055
O -1.6573 1.6501 -7.0475
C -1.4719 1.8029 -4.1162
C 0.6061 1.9733 -5.3475
C -3.4216 -0.3750 -6.1280
H -0.7373 -1.1632 -8.0937
H -2.1841 -0.4317 -8.5964
H -2.2588 -2.1384 -8.1200
H -2.0290 -2.6419 -5.5120
H -0.6448 -2.3564 -6.2314
H -0.3773 -2.3601 -3.7659
H -1.7094 -1.2814 -3.5492
H 1.0367 -0.4490 -4.7724
H 0.3739 0.1715 -3.2858
H -2.1402 1.1636 -3.5393
H -0.8670 2.4571 -3.4884
H -2.0355 2.5633 -4.6568
H 0.4971 2.9264 -5.8650
H 1.1450 2.2959 -4.4567
H 1.3179 1.4419 -5.9793
H -3.5764 0.3263 -5.3081
H -3.8868 -1.3187 -5.8432
H -3.8813 -0.0467 -7.0602
H -0.9561 1.8363 -7.6762
C -2.3833 -2.2638 3.6225
C -1.4818 -1.7916 4.8283
C -1.4144 -2.9029 5.9375
C -0.5412 -4.1090 5.5304
C 0.8474 -3.6563 5.1757
C 0.8230 -2.5195 4.1369
N -0.1419 -1.4973 4.4450
O -0.0712 -0.4146 3.5733
C 2.2721 -1.9471 4.0851
C 0.7022 -3.1588 2.7574
C -2.1091 -0.5421 5.4680
H -2.2932 -3.3067 3.3186
H -3.4385 -2.2596 3.8955
H -2.2586 -1.6356 2.7405
H -1.2965 -2.5506 6.9622
H -2.3967 -3.3747 5.9592
H -0.5466 -4.7826 6.3873
H -0.9242 -4.7586 4.7434
H 1.3959 -4.5162 4.7912
H 1.4686 -3.3710 6.0247
H 2.9849 -2.7504 4.2711
H 2.3968 -1.1247 4.7895
H 2.6508 -1.5319 3.1511
H 0.0654 -4.0433 2.7722
H 1.6675 -3.5012 2.3847
H 0.4131 -2.4577 1.9745
H -1.3304 -0.0425 6.0444
H -2.5969 0.0961 4.7312
H -2.8731 -0.7145 6.2261
H 0.3159 0.2832 4.1071
```

Output
E_HOMO ... -6.75 eV
Net charge ... -1
Lowest unoccupied orbital energy ... 0.04683 Eh

Record 2
7 unconnected molecules or ions with the total composition C41H81NO21. Source: the OMol25 dataset; level of theory: ωB97M-V with the def2-TZVPD basis set.

Geometry as XYZ:
```
144
Properties=species:S:1:pos:R:3
C 7.2176 -2.6592 2.2436
C 6.9517 -1.3762 1.2058
C 6.6178 -2.0116 -0.2894
C 5.9605 -0.8817 -1.2865
C 6.2305 0.6820 -0.7940
C 5.9232 1.7605 -2.0161
C 4.3524 1.7144 -2.5376
C 3.3054 2.3387 -1.4077
C 2.0784 3.2131 -2.0949
C 0.5784 2.5354 -1.8101
C 0.0919 2.8191 -0.2617
C -1.3756 3.5439 -0.1502
C -2.6454 2.5075 -0.0888
C -4.0075 3.2419 0.5461
C -4.6966 2.3591 1.7418
C -5.6971 1.1618 1.2412
C -6.5494 1.4911 -0.1228
C -5.7151 1.0195 -1.4491
N -6.2345 -0.1836 -2.1725
C -7.3680 0.0774 -3.1125
C -8.7682 -0.7098 -2.8143
C -6.3346 -1.4342 -1.3640
C -5.3596 -2.7052 -1.8495
O -7.0640 -1.6710 -0.2723
O -4.9284 -0.0940 1.2057
C -5.2710 -0.9896 2.3244
O -4.9334 -2.3088 2.2883
H 8.1349 -3.3114 1.8954
H 6.2839 -3.3696 2.3341
H 7.4902 -2.1934 3.2857
H 7.9117 -0.6696 1.1821
H 5.9880 -0.8187 1.6037
H 7.5954 -2.3984 -0.8145
H 5.9043 -2.9430 -0.1385
H 4.7977 -1.0939 -1.3245
H 6.4264 -1.0563 -2.3597
H 5.6230 0.9220 0.1899
H 7.3767 0.8141 -0.5104
H 6.2388 2.8540 -1.6651
H 6.6373 1.4405 -2.9096
H 4.3020 2.2858 -3.5704
H 4.1176 0.5801 -2.7903
H 3.9262 3.0788 -0.7467
H 2.8704 1.4855 -0.7163
H 2.0834 4.3304 -1.6880
H 2.2892 3.3002 -3.2609
H -0.2247 3.0357 -2.5275
H 0.6499 1.3798 -2.0589
H 0.0504 1.8226 0.3625
H 0.8852 3.5215 0.2371
H -1.5697 4.3383 -1.0177
H -1.3993 4.1624 0.8587
H -2.4204 1.4690 0.4011
H -2.9402 2.2805 -1.2226
H -4.7392 3.6058 -0.2935
H -3.5914 4.2336 1.0626
H -5.1830 3.0879 2.5280
H -3.8004 1.8242 2.3195
H -6.5066 1.0238 2.1079
H -7.5710 0.8964 -0.1122
H -6.8004 2.6475 -0.0943
H -5.7723 1.9317 -2.2173
H -4.5819 0.8463 -1.2146
H -7.6074 1.2368 -3.2041
H -6.9978 -0.2489 -4.1995
H -9.2032 -0.2623 -1.7970
H -9.5016 -0.4529 -3.7191
H -8.6959 -1.8773 -2.7831
H -5.9679 -3.5699 -2.3508
H -4.5095 -2.2492 -2.5131
H -4.8251 -3.0686 -0.8460
H -5.8169 -0.6527 3.3256
C -2.5516 -7.4139 6.6507
O -3.6778 -6.7970 6.0302
C -3.3941 -5.6379 5.3841
O -2.2945 -5.1134 5.3021
O -4.5456 -5.1638 4.8452
C -4.3978 -3.9390 4.1295
H -2.8941 -8.3316 7.1368
H -1.7973 -7.6809 5.9036
H -2.1249 -6.7576 7.4161
H -3.7173 -4.0671 3.2816
H -4.0449 -3.1437 4.7940
H -5.3796 -3.6531 3.7424
C -0.2681 -5.7054 3.1762
O 0.5663 -4.8905 2.3553
C -0.1100 -4.0552 1.5269
O -1.3241 -3.9587 1.4409
O 0.7987 -3.3459 0.8110
C 0.2262 -2.4191 -0.1096
H 0.3776 -6.3326 3.7970
H -0.8838 -5.0858 3.8361
H -0.8946 -6.3592 2.5609
H -0.3698 -1.6682 0.4190
H -0.3807 -2.9415 -0.8562
H 1.0429 -1.9082 -0.6268
C 7.2419 5.2170 -4.3986
O 8.1964 4.1584 -4.4464
C 9.1993 4.3508 -5.3400
O 9.3333 5.3206 -6.0697
O 10.0272 3.2773 -5.2809
C 11.1371 3.3424 -6.1743
H 6.4866 4.9576 -3.6516
H 7.7194 6.1540 -4.0944
H 6.7435 5.3315 -5.3667
H 11.7704 4.2044 -5.9411
H 10.7945 3.3819 -7.2134
H 11.7309 2.4338 -6.0424
C 10.2419 -0.4496 -6.7653
O 11.1964 -1.5082 -6.8131
C 12.1993 -1.3159 -7.7067
O 12.3333 -0.3461 -8.4364
O 13.0272 -2.3894 -7.6476
C 14.1371 -2.3243 -8.5410
H 9.4866 -0.7090 -6.0183
H 10.7194 0.4873 -6.4610
H 9.7435 -0.3352 -7.7333
H 14.7704 -1.4622 -8.3077
H 13.7945 -2.2847 -9.5800
H 14.7309 -3.2329 -8.4090
C -4.7532 7.9841 2.6387
O -5.9186 8.2899 1.8756
C -6.3984 7.2497 1.1480
O -5.9236 6.1256 1.1046
O -7.4978 7.6771 0.4773
C -8.1132 6.6802 -0.3362
H -4.4572 8.8869 3.1801
H -4.9661 7.1982 3.3705
H -3.9278 7.6903 1.9821
H -8.4604 5.8421 0.2766
H -7.4222 6.3342 -1.1117
H -8.9809 7.1313 -0.8252
C -9.2581 -3.6787 9.5847
O -8.3036 -4.7373 9.5369
C -7.3007 -4.5450 8.6433
O -7.1667 -3.5752 7.9136
O -6.4728 -5.6185 8.7024
C -5.3629 -5.5534 7.8090
H -10.0134 -3.9381 10.3317
H -8.7806 -2.7418 9.8890
H -9.7565 -3.5643 8.6167
H -4.7296 -4.6913 8.0423
H -5.7055 -5.5138 6.7700
H -4.7691 -6.4620 7.9410
```

Output
E_HOMO ... -8.86 eV
SMILES string ... CCCCCCCCCCCCCCC[C@@H](CCN(CC)C(C)=O)OC=O.COC(=O)OC.COC(=O)OC.COC(=O)OC.COC(=O)OC.COC(=O)OC.COC(=O)OC
Lowest unoccupied orbital energy ... 0.01673 Eh
Relative energy (zero: lowest compared OMol25 entry of this formula, charge and spin) ... 267.2 kcal/mol

Record 3
6 unconnected molecules or ions with the total composition C41H82N4O13PS5. Source: the OMol25 dataset; level of theory: ωB97M-V with the def2-TZVPD basis set.

Geometry as XYZ:
```
146
Properties=species:S:1:pos:R:3
C 1.2617 -6.4652 1.6316
C 0.6393 -5.1203 2.0011
C 1.6398 -3.9927 1.9894
O 0.9420 -2.7475 1.9401
C 1.7926 -1.6229 1.8490
C 1.4136 -0.8131 0.6233
P 1.2145 -1.9828 -0.8116
N 2.5610 -2.6680 -1.2793
C 0.0285 -0.0484 0.6901
C -0.9745 -0.4215 1.7696
C -1.9473 -1.5525 1.3572
C -2.6914 -1.0596 0.1285
C -3.8589 -1.9290 -0.3856
N -3.9212 -1.6723 -1.8190
C -4.4886 -0.5447 -2.2891
C -4.3032 -0.5475 -3.6435
C -3.6341 -1.7261 -3.9615
C -3.3887 -2.4246 -2.8092
N 0.2992 1.4438 0.7908
C 1.5844 1.6772 0.0637
C 2.3813 0.3375 0.1774
O 3.4739 0.5087 1.0226
C 4.6554 0.9101 0.3022
C 5.1759 -0.2536 -0.5438
N 6.6213 -0.2688 -0.6944
C 7.0030 -1.5130 -1.3848
C 8.0402 -1.2721 -2.4717
C 8.2800 -2.6093 -3.1944
O 7.5593 -0.2663 -3.3475
H 0.4676 -7.1484 1.3339
H 1.7370 -6.9396 2.4893
H 1.9678 -6.4146 0.8026
H -0.1749 -4.9058 1.3016
H 0.1732 -5.2298 2.9819
H 2.3165 -4.1036 1.1363
H 2.2367 -4.0674 2.9083
H 2.8140 -1.9855 1.7098
H 1.7628 -1.0544 2.7815
H 0.6786 -1.2369 -1.8962
H 0.2999 -3.0003 -0.4712
H 3.3075 -2.3325 -0.6754
H -0.3166 -0.1203 -0.3397
H -0.4981 -0.6416 2.7240
H -1.6029 0.4580 1.9512
H -2.6204 -1.7041 2.2002
H -1.3800 -2.4634 1.1796
H -1.9822 -1.0759 -0.6979
H -3.0999 -0.0594 0.2638
H -3.6770 -2.9909 -0.2229
H -4.7897 -1.6784 0.1172
H -4.9293 0.1986 -1.6519
H -4.5997 0.2353 -4.3125
H -3.3141 -2.0165 -4.9487
H -2.8687 -3.3496 -2.6487
H 0.2912 1.8515 1.7230
H -0.4166 1.8263 0.1721
H 1.3635 1.8359 -0.9904
H 2.1591 2.5424 0.3752
H 2.6037 0.1193 -0.8725
H 5.3894 1.1795 1.0562
H 4.4336 1.8064 -0.2867
H 4.8829 -1.1663 -0.0284
H 4.6889 -0.1968 -1.5280
H 6.9106 0.5207 -1.2600
H 7.2821 -2.2995 -0.6831
H 6.1077 -1.8757 -1.9139
H 8.9565 -0.9060 -2.0087
H 7.7174 -3.4075 -2.7101
H 9.3209 -2.9168 -3.1409
H 7.9410 -2.5818 -4.2287
H 7.0961 -0.6692 -4.0859
C -0.5682 4.1152 -5.0657
C -0.7332 3.0436 -6.1511
C -1.4596 1.8543 -5.5115
S -2.4634 2.5354 -4.1837
O -1.9610 2.0333 -2.9183
O -3.8559 2.4359 -4.5363
C -1.9264 4.2282 -4.3782
H -0.2541 5.0698 -5.4845
H 0.1894 3.7973 -4.3447
H -1.3336 3.4451 -6.9694
H 0.2253 2.7374 -6.5685
H -2.1088 1.3432 -6.2177
H -0.7603 1.1457 -5.0712
H -1.8865 4.7094 -3.4049
H -2.6517 4.7317 -5.0164
C 5.3739 2.4763 -7.0969
C 5.4994 1.4883 -5.9298
C 4.0892 0.9755 -5.6108
S 3.1576 1.0700 -7.1453
O 2.1056 2.0426 -6.9807
O 2.8839 -0.2588 -7.6216
C 4.4692 1.7981 -8.1229
H 6.3445 2.7253 -7.5223
H 4.9107 3.4021 -6.7487
H 6.1371 0.6529 -6.2279
H 5.9533 1.9492 -5.0533
H 4.0955 -0.0559 -5.2649
H 3.5886 1.6082 -4.8798
H 4.0425 2.4866 -8.8482
H 4.9873 0.9874 -8.6342
C -4.4824 2.2761 1.0015
C -5.5685 3.3232 0.7323
C -4.8698 4.6750 0.5526
S -3.2305 4.3119 -0.0779
O -2.2475 4.6981 0.9097
O -3.1315 4.7437 -1.4470
C -3.3953 2.5299 -0.0412
H -4.8739 1.2603 0.9334
H -4.0773 2.4146 2.0083
H -6.1055 3.0609 -0.1824
H -6.2942 3.3700 1.5416
H -5.3873 5.3128 -0.1592
H -4.7539 5.1966 1.5015
H -2.4351 2.0814 0.2091
H -3.7084 2.2069 -1.0340
C 0.6995 -6.1092 8.0850
C 1.5549 -4.8403 7.9745
C 1.4003 -4.3071 6.5441
S -0.2229 -4.8405 5.9844
O -0.0509 -5.7699 4.8922
O -1.0914 -3.6973 5.8633
C -0.6467 -5.7607 7.4573
H 0.5848 -6.4312 9.1185
H 1.1706 -6.9224 7.5288
H 1.1947 -4.0950 8.6862
H 2.6000 -5.0364 8.2081
H 1.4484 -3.2217 6.5033
H 2.1417 -4.7370 5.8723
H -1.2380 -6.6317 7.1846
H -1.2259 -5.1005 8.1022
C -6.2906 3.1118 6.6431
C -5.4177 4.3733 6.6903
C -5.5089 5.0461 5.3144
S -7.1144 4.5944 4.6430
O -6.9107 3.7713 3.4708
O -7.9634 5.7520 4.6027
C -7.6064 3.5396 6.0007
H -6.4499 2.6923 7.6349
H -5.8061 2.3496 6.0282
H -5.7983 5.0505 7.4569
H -4.3847 4.1404 6.9442
H -5.4477 6.1292 5.3819
H -4.7453 4.6740 4.6328
H -8.1961 2.7084 5.6214
H -8.2034 4.1423 6.6842
```

Output
E_HOMO ... -9.80 eV
Net charge ... +1
Lowest unoccupied orbital energy ... -0.08524 Eh